Record 1
# C25H14F12N3O3ReS

A structure of composition C25H14F12N3O3ReS (wB97M-V/def2-TZVPD, the OMol25 dataset).

* energy above the lowest of the compared OMol25 structures with the same formula, charge and spin: 158.7 kJ/mol
* E_HOMO (alpha / beta): -10.03 / -9.95 eV
* net charge: +1
* LUMO energy (alpha / beta): -4.778 / -5.003 eV
* multiplicity: 2
* orbital gap (alpha / beta): 0.19284 / 0.18179 hartree
* expectation value of S²: 0.759

Geometry (Å):
1 Re -0.3455 -0.6213 0.3619
2 C 2.1111 -4.1428 -0.6405
3 C 3.3913 -3.6133 -0.6624
4 C 3.5784 -2.2697 -0.3821
5 C 2.4727 -1.4898 -0.0898
6 N 1.2360 -2.0097 -0.0699
7 C 1.0566 -3.3053 -0.3369
8 C 2.5293 -0.0534 0.2318
9 C 3.6817 0.6964 0.1140
10 C 3.6382 2.0453 0.4140
11 C 2.4640 2.5880 0.9012
12 C 1.3385 1.7926 1.0402
13 N 1.3564 0.5049 0.6334
14 H 1.9266 -5.1855 -0.8527
15 H 4.2408 -4.2415 -0.8931
16 H 4.5716 -1.8471 -0.3859
17 H 0.0357 -3.6615 -0.3115
18 H 4.5956 0.2392 -0.2323
19 H 4.5182 2.6621 0.2925
20 H 2.4099 3.6256 1.1940
21 H -0.2946 1.4757 2.3534
22 S -1.1263 4.4691 0.7116
23 C -0.1046 4.6473 2.1304
24 C 0.4114 3.5103 2.5734
25 C 0.0830 2.3019 1.7345
26 C -1.0453 2.7394 0.8339
27 C -2.0751 1.9177 0.4108
28 C -3.3176 2.4434 -0.0738
29 C -4.3986 1.6446 -0.2233
30 C -4.2887 0.2674 0.0998
31 C -3.0862 -0.2166 0.4889
32 N -1.9439 0.5478 0.5669
33 H 0.0318 5.6328 2.5494
34 H 1.0597 3.4375 3.4356
35 H -3.3905 3.5059 -0.2564
36 H -5.3440 2.0526 -0.5521
37 H -5.1405 -0.3938 0.0396
38 H -2.9622 -1.2685 0.7377
39 F 1.4633 -1.6877 -3.1038
40 C 0.8240 -0.5157 -3.2127
41 F 0.9974 -0.0539 -4.4430
42 F 1.4223 0.3343 -2.3615
43 C -0.6789 -0.6724 -2.8378
44 O -0.8389 -0.8324 -1.4943
45 C -1.2659 -1.9337 -3.5420
46 F -2.5966 -1.9208 -3.4875
47 F -0.8456 -3.0378 -2.9137
48 F -0.8901 -2.0083 -4.8158
49 C -1.4623 0.6047 -3.2765
50 F -1.6189 0.6714 -4.5943
51 F -0.8058 1.7007 -2.8677
52 F -2.6635 0.6249 -2.7030
53 F -1.8880 -2.6645 4.5275
54 C -0.6780 -2.1003 4.4161
55 F -0.3446 -1.5738 5.5910
56 F 0.2008 -3.0587 4.1171
57 C -0.7426 -0.9966 3.3311
58 O -1.2949 0.0454 3.5721
59 O -0.1682 -1.3527 2.2124

=====

Record 2
# C25H15Cl5CrN5O2Si

A structure of composition C25H15Cl5CrN5O2Si (wB97M-V/def2-TZVPD, the OMol25 dataset).

* energy above the lowest of the compared OMol25 structures with the same formula, charge and spin: 237.9 kJ/mol
* E_HOMO (alpha / beta): -2.18 / -4.20 eV
* net charge: -1
* LUMO energy (alpha / beta): 1.509 / 1.302 eV
* multiplicity: 5
* orbital gap (alpha / beta): 0.13565 / 0.20230 hartree
* expectation value of S²: 6.059

Geometry (Å):
1 Cr -0.9633 -0.1638 0.3134
2 Cl 1.4787 3.8780 5.2787
3 C 0.4166 2.9701 4.2601
4 C 0.9510 2.2884 3.1826
5 C 0.1027 1.5612 2.3490
6 N 0.4594 0.8260 1.2707
7 C 1.7202 0.2480 1.1852
8 O 2.8030 0.8329 1.1992
9 C 1.5579 -1.2005 1.1465
10 C 2.6279 -2.1038 1.1655
11 C 2.3840 -3.4439 1.3357
12 C 1.0577 -3.8516 1.5687
13 C 0.0547 -2.9138 1.5251
14 N 0.2511 -1.6235 1.2500
15 C -1.2940 1.4993 2.6308
16 C -1.8078 2.1898 3.7245
17 C -0.9499 2.9232 4.5288
18 Cl -1.5998 3.7709 5.8912
19 N -1.9844 0.7693 1.7000
20 C -3.2817 1.1507 1.3906
21 O -4.1728 1.4425 2.1808
22 C -3.3898 1.2920 -0.0654
23 C -4.5457 1.7414 -0.6972
24 C -4.5327 2.0021 -2.0474
25 C -3.3279 1.8204 -2.7389
26 C -2.2330 1.3387 -2.0594
27 N -2.2322 1.0449 -0.7554
28 H 2.0077 2.3198 2.9645
29 H 3.6307 -1.7153 1.0521
30 H 3.1808 -4.1755 1.3184
31 H 0.8257 -4.8848 1.7729
32 H -0.9651 -3.2071 1.7252
33 H -2.8622 2.1428 3.9494
34 H -5.4297 1.8723 -0.0933
35 H -5.4241 2.3275 -2.5588
36 H -3.2600 2.0371 -3.7936
37 H -1.2930 1.1726 -2.5744
38 N 0.2124 -0.4574 -1.1860
39 C 1.1794 -0.4774 -1.8414
40 C 2.3269 -0.5462 -2.6200
41 C 2.2328 -0.7744 -4.0083
42 C 3.3778 -0.8859 -4.7631
43 C 4.6322 -0.7822 -4.1689
44 C 4.7295 -0.5300 -2.8037
45 C 3.6000 -0.4007 -2.0300
46 H 1.2575 -0.8525 -4.4698
47 H 3.2951 -1.0512 -5.8295
48 H 5.5276 -0.8667 -4.7688
49 H 5.7015 -0.4188 -2.3453
50 H 3.6737 -0.1630 -0.9816
51 Cl -3.9824 -2.7265 0.8660
52 Si -2.5054 -1.9310 -0.3856
53 Cl -1.5370 -3.7084 -1.0281
54 Cl -3.6825 -1.6061 -2.1119

=====

Record 3
# C25H17Br2CrN5O5STe

A structure of composition C25H17Br2CrN5O5STe (wB97M-V/def2-TZVPD, the OMol25 dataset).

* E_HOMO (alpha / beta): -3.26 / -3.48 eV
* net charge: -1
* LUMO energy (alpha / beta): 1.660 / 1.584 eV
* multiplicity: 4
* orbital gap (alpha / beta): 0.18097 / 0.18624 hartree
* expectation value of S²: 3.900

Geometry (Å):
1 Cr 1.6367 -0.5501 -0.6001
2 C -0.1670 -1.2458 2.7692
3 C 1.2285 -0.7609 2.6186
4 N 1.8489 -0.5125 1.4862
5 C 3.1489 -0.1997 1.7891
6 C 3.3150 -0.2308 3.1390
7 N 2.0866 -0.5825 3.6453
8 C 4.4519 0.0069 4.0563
9 O 5.6000 0.3108 3.4993
10 O 4.2808 -0.0811 5.2549
11 C 4.1120 0.0075 0.6716
12 O 5.2880 0.2962 0.9453
13 O 3.6152 -0.1638 -0.4783
14 H -0.5618 -1.4923 1.7869
15 H -0.8045 -0.5007 3.2492
16 H -0.1800 -2.1592 3.3648
17 H 1.9176 -0.7141 4.6293
18 H 5.5267 0.3337 2.4772
19 Br 1.0437 4.6016 -0.7754
20 C 1.3393 3.3657 -2.1752
21 C 1.4142 3.8379 -3.4933
22 C 1.6153 2.9794 -4.5350
23 Br 1.7162 3.6734 -6.3009
24 C 1.7420 1.5868 -4.3053
25 C 1.9452 0.6071 -5.3041
26 C 2.0481 -0.7076 -4.9595
27 C 1.9412 -1.0834 -3.6064
28 N 1.7474 -0.1924 -2.6630
29 C 1.6589 1.1328 -2.9765
30 C 1.4742 2.0199 -1.8492
31 O 1.4288 1.5368 -0.6626
32 H 1.3117 4.8985 -3.6770
33 H 2.0207 0.9177 -6.3378
34 H 2.2098 -1.4734 -5.7055
35 H 2.0118 -2.1118 -3.2638
36 S -5.0560 -0.3492 -0.5284
37 C -3.2711 -0.3815 -0.6229
38 C -2.6205 -1.4176 -1.2689
39 C -1.2336 -1.4442 -1.2675
40 N -0.5066 -0.4903 -0.6797
41 C -1.1381 0.5332 -0.0916
42 C -2.5172 0.6236 -0.0366
43 C -5.1991 -0.6912 1.2167
44 C -4.7875 -1.9074 1.7427
45 C -4.9088 -2.1118 3.1087
46 N -5.4158 -1.2122 3.9498
47 C -5.8170 -0.0557 3.4304
48 C -5.7271 0.2563 2.0809
49 H -3.1724 -2.2144 -1.7480
50 H -0.6576 -2.2637 -1.6875
51 H -0.5005 1.2962 0.3350
52 H -2.9856 1.4608 0.4621
53 H -4.3683 -2.6747 1.1054
54 H -4.5839 -3.0495 3.5457
55 H -6.2251 0.6682 4.1274
56 H -6.0583 1.2174 1.7116
57 Te 1.7380 -3.1428 -0.5985

=====

Record 4
# C25H17Cl4IO2RuSSb

A structure of composition C25H17Cl4IO2RuSSb (wB97M-V/def2-TZVPD, the OMol25 dataset).

* E_HOMO (alpha / beta): -10.69 / -11.07 eV
* net charge: +1
* LUMO energy (alpha / beta): -3.564 / -4.961 eV
* multiplicity: 5
* orbital gap (alpha / beta): 0.26194 / 0.22433 hartree
* expectation value of S²: 6.037

Geometry (Å):
1 Ru 1.8339 -1.5333 -1.2767
2 Cl 5.4742 -2.0866 4.6668
3 C 4.9499 -2.1395 3.0474
4 C 5.8882 -2.4288 2.0327
5 Cl 7.5119 -2.7081 2.4616
6 C 5.4903 -2.4932 0.7017
7 Cl 6.6183 -2.8234 -0.5416
8 C 4.1370 -2.2679 0.3588
9 O 3.7001 -2.3371 -0.8298
10 C 3.1747 -1.8659 1.4001
11 O 2.0193 -1.5056 1.0147
12 C 3.6216 -1.8719 2.7421
13 Cl 2.5296 -1.5085 4.0023
14 S -0.3600 -1.4994 -1.8643
15 Sb -1.4131 0.2200 -0.5993
16 C -3.5073 -0.0291 -0.9684
17 C -3.9613 -0.3774 -2.2312
18 C -5.3247 -0.5192 -2.4379
19 C -6.2145 -0.3180 -1.3953
20 C -5.7490 0.0503 -0.1437
21 C -4.3907 0.2035 0.0747
22 C -0.6496 1.9605 -1.6128
23 C -0.1343 3.0459 -0.9259
24 C 0.3286 4.1363 -1.6453
25 C 0.2689 4.1346 -3.0280
26 C -0.2160 3.0284 -3.7067
27 C -0.6816 1.9310 -3.0010
28 C -1.0575 -0.1362 1.4945
29 C -0.1899 0.6383 2.2439
30 C 0.0208 0.3010 3.5703
31 C -0.5991 -0.8111 4.1159
32 C -1.4528 -1.5859 3.3488
33 C -1.6926 -1.2477 2.0279
34 H -3.2623 -0.5559 -3.0404
35 H -5.6997 -0.7969 -3.4107
36 H -7.2740 -0.4527 -1.5539
37 H -6.4447 0.2106 0.6648
38 H -4.0283 0.4978 1.0519
39 H -0.0990 3.0514 0.1551
40 H 0.7397 4.9857 -1.1239
41 H 0.6001 4.9976 -3.5814
42 H -0.2280 3.0267 -4.7855
43 H -1.0730 1.0661 -3.5295
44 H 0.3164 1.4889 1.8076
45 H 0.6838 0.9031 4.1712
46 H -0.3992 -1.0854 5.1399
47 H -1.9272 -2.4556 3.7767
48 H -2.3641 -1.8465 1.4211
49 I 4.3260 -0.0826 -2.8562
50 C 2.2635 0.1648 -2.3723
51 H 1.7178 0.2829 -3.3094
52 H 2.1783 1.0447 -1.7189